Formula: C11H34AlN6O11P2Se2
Source: the Open Molecules 2025 dataset
Level of theory: ωB97M-V/def2-TZVPD

XYZ file:
```
67
Properties=species:S:1:pos:R:3:forces:R:3:nbo_charge:R:1
H -3.024781 1.982154 -3.465519 -0.032 -0.023 0.018 0.19
H 1.379719 -1.116546 4.851381 -0.047 -0.008 0.081 0.20
C 2.518819 -1.419746 3.059181 -0.160 -0.073 0.163 -0.20
N -1.377281 -2.893646 -0.465219 0.256 0.768 -0.063 -0.80
H -0.117081 3.466154 0.695781 -0.039 0.138 -0.024 0.29
C -1.338081 -1.553446 -3.126219 -0.291 0.136 0.034 -0.41
H -1.112181 -2.602346 -3.350219 -0.034 -0.011 -0.091 0.19
O 0.498319 -1.194546 0.412181 0.366 0.276 0.588 -1.21
O 1.723419 3.259954 1.477581 -1.777 0.452 0.153 -1.13
C -2.768481 -2.598546 -0.184119 -0.235 0.096 -0.143 -0.39
H 3.405619 0.216854 2.196481 0.009 -0.271 0.051 0.45
H -3.315181 -3.542546 -0.218519 -0.032 -0.038 0.022 0.18
H -2.282581 -1.494046 -2.596119 -0.189 -0.042 -0.140 0.21
H -1.424781 -0.995646 -4.059219 -0.031 0.021 -0.008 0.20
C -2.768081 2.124254 -2.410819 -0.074 -0.016 -0.012 -0.40
C -1.205281 3.467454 0.611281 0.304 0.167 -0.018 -0.44
N -1.404881 1.720954 -2.179119 0.179 0.030 0.895 -0.81
O -1.693181 -0.240846 -0.424319 -0.236 -0.292 0.248 -1.17
P -1.020381 1.093354 -0.658119 -0.617 1.120 -0.314 2.60
H -3.187681 -1.926146 -0.922419 -0.082 -0.009 0.039 0.21
H -2.905781 -2.144646 0.802581 -0.016 0.002 0.013 0.18
Al 1.810619 0.203654 0.354681 -1.555 -1.715 1.873 2.03
C 1.643919 -0.554846 3.955781 -0.022 -0.071 -0.342 -0.42
H -0.314081 0.371854 3.906481 0.078 -0.056 -0.118 0.18
H 1.972119 -2.301846 2.715681 0.059 0.004 0.086 0.21
H -1.503281 4.071554 -0.254219 -0.125 -0.022 -0.090 0.16
P -0.211581 -1.706346 -0.794919 -1.674 -1.277 -1.186 2.57
O 0.485419 1.133654 -0.558719 -0.254 0.488 -0.483 -1.21
H -0.563881 3.585554 -2.715919 0.033 0.024 -0.021 0.17
C -3.086981 1.946254 0.864381 -0.156 -0.222 0.177 -0.41
N -0.310981 -0.925846 -2.313419 0.207 -0.695 0.241 -0.80
O 3.674519 1.883154 2.519381 0.385 -0.984 1.252 -1.13
N -1.683281 2.095454 0.549781 0.321 -0.467 -0.649 -0.82
H -0.990581 -3.448846 1.550081 -0.063 0.011 0.044 0.18
H 1.379919 -1.678446 -3.376819 0.015 0.068 -0.112 0.20
H -0.532081 2.316954 -3.963619 0.069 0.079 -0.064 0.18
O 2.984219 1.406954 0.042481 0.840 0.627 -0.499 -1.19
C 0.900219 -0.734446 -3.093719 0.321 0.072 -0.036 -0.43
H -1.465281 -4.765146 0.441981 -0.021 0.016 0.055 0.19
Se 3.151919 2.614354 1.187981 1.322 1.652 0.277 2.84
O 4.176219 3.703254 0.679781 1.102 0.784 -0.956 -1.07
H -2.938081 3.184254 -2.166119 -0.040 -0.064 0.026 0.17
H 0.603619 -0.195846 -3.995919 0.049 -0.004 0.003 0.20
H 0.155419 -4.069846 0.353681 0.011 -0.116 0.141 0.24
H -3.738881 2.563854 0.233281 0.022 0.028 0.013 0.17
C -0.428881 2.510954 -2.891819 0.159 -0.039 -0.137 -0.40
H 3.404619 -1.753946 3.617081 -0.159 -0.032 -0.059 0.18
H -3.257981 2.236154 1.905881 -0.006 -0.016 -0.030 0.19
H -3.356781 0.899354 0.739981 -0.154 0.021 0.072 0.23
N 0.735919 0.771154 2.111681 -0.090 0.749 -0.224 -0.92
H -3.429381 1.508354 -1.805219 -0.180 -0.003 -0.076 0.21
C -0.889181 -3.842146 0.533581 0.279 -0.323 -0.083 -0.41
O 2.705719 -0.942046 -0.809219 0.329 1.942 -0.580 -1.13
H -0.116881 1.139854 1.690881 0.039 0.122 0.347 0.41
O 3.374019 -3.206946 -1.985919 0.858 -0.361 -1.883 -1.03
H 1.238119 1.594754 2.453381 -0.307 0.059 0.114 0.44
H 2.211619 0.330054 4.251081 -0.002 0.054 0.127 0.22
C 0.386719 -0.118546 3.215281 0.130 -0.229 0.181 -0.21
O 0.894519 -2.843546 -1.312319 -0.219 0.140 -0.066 -1.07
H 1.618119 -0.126646 -2.545119 -0.112 -0.052 -0.222 0.24
N 2.936719 -0.660546 1.881581 0.859 0.075 -0.446 -0.94
H -1.619081 3.944954 1.502681 0.058 -0.054 0.016 0.19
Se 2.531319 -2.535746 -0.852419 0.487 -1.972 -0.728 2.88
H 3.633719 -1.211446 1.386381 -0.011 0.032 0.133 0.40
O 2.782419 -3.230446 0.524481 -0.024 -0.765 2.458 -1.06
H 0.566819 2.223354 -2.565819 0.041 0.105 -0.117 0.25
H -0.101581 -0.994646 2.785381 -0.122 -0.041 0.078 0.20
```
Forces are in eV/Å.

Its molecular weight is 673.27 g mol⁻¹. As for the HOMO-LUMO gap: 0.315 hartree. The value obtained for the energy above the lowest of the compared OMol25 structures with the same formula, charge and spin is 2.2748 eV. Its total charge is -1. Its largest force on an atom is 2.98 eV/Å. The calculation puts the HOMO energy at -6.18 eV.